53
Properties=species:S:1:pos:R:3:forces:R:3:lowdin_charge:R:1 method="wB97M-V/def2-TZVPD" orbital_gap_ha=0.372 smiles="CCCOCO[P@](=O)(ON)OCC=O.ClC(Cl)(Cl)Cl.ClC(Cl)(Cl)Cl.ClC(Cl)(Cl)Cl.ClC(Cl)(Cl)Cl.ClC(Cl)(Cl)Cl" homo_energy_ha=-0.3674 total_energy_ev=-285144.20399
C -0.532190 -3.586572 -0.951724 -0.42 0.84 -0.01 -0.127
C -0.362155 -2.078858 -1.230416 -0.65 -0.37 0.15 -0.225
C -0.993952 -1.296331 -0.083664 0.75 0.30 -0.03 -0.210
O -0.307593 -0.052240 0.148603 -0.01 -0.02 0.26 -0.159
C -0.324029 0.175550 1.525177 0.13 -0.17 -0.69 -0.261
O 0.054570 1.544400 1.741450 0.02 0.38 0.06 -0.142
P 0.149383 1.924738 3.274711 -0.56 -0.16 1.68 0.420
O -0.324475 0.861505 4.156905 -0.18 -0.44 -0.13 -0.226
O -0.683047 3.320676 3.456745 0.68 -0.30 -0.95 -0.252
N -1.665540 3.166359 4.463556 -0.11 -0.63 0.91 0.004
O 1.664326 2.288800 3.623055 -0.45 0.28 -0.47 -0.192
C 2.339998 1.273222 4.390982 0.89 0.86 -0.22 -0.185
C 3.815923 1.643702 4.477238 0.53 -1.73 -0.68 -0.348
O 4.598708 0.764438 4.767840 -0.27 0.60 0.13 0.050
H -0.652593 -4.111602 -1.892196 0.20 -0.33 0.05 0.029
H -1.454316 -3.700081 -0.377921 -0.13 -0.28 -0.11 0.076
H 0.263549 -3.997569 -0.337940 0.19 -0.06 -0.14 0.059
H 0.678668 -1.798063 -1.356721 0.07 0.08 0.02 0.081
H -0.899445 -1.861795 -2.151404 0.17 0.21 -0.16 0.070
H -0.902437 -1.919024 0.810904 -0.09 0.03 0.13 0.115
H -2.048443 -1.059811 -0.241510 -0.10 -0.23 -0.08 0.136
H -1.324792 -0.019988 1.907756 -0.04 0.22 0.32 0.134
H 0.404514 -0.476867 2.009917 -0.02 -0.03 0.18 0.139
H -2.563459 2.977599 4.045323 0.00 0.32 -0.33 0.091
H -1.668823 3.986672 5.048278 0.06 0.34 -0.36 0.062
H 1.971233 1.224287 5.411057 -0.37 -0.12 -0.02 0.121
H 2.271178 0.309823 3.899090 -0.02 -0.17 0.11 0.129
H 4.185272 2.643974 4.234803 -0.30 0.09 -0.37 0.084
C 1.350820 1.726278 -2.512805 0.01 0.04 0.07 -2.032
Cl -0.298487 1.166458 -2.813287 -0.04 0.07 -0.07 0.536
Cl 1.857450 2.783804 -3.836080 0.00 -0.02 -0.03 0.529
Cl 1.407095 2.615879 -0.994095 0.00 -0.02 -0.07 0.571
Cl 2.440400 0.336042 -2.426119 0.01 0.00 -0.02 0.540
C 1.569591 -6.097985 -3.247675 0.04 0.01 0.02 -2.048
Cl 2.563156 -4.659808 -2.978072 -0.01 0.00 0.02 0.528
Cl 2.590563 -7.422053 -3.814699 0.00 0.01 -0.02 0.531
Cl 0.789114 -6.568392 -1.734644 0.07 -0.18 -0.05 0.550
Cl 0.342019 -5.731321 -4.462031 -0.02 0.01 0.01 0.508
C -1.406556 -2.295624 -6.477505 0.07 -0.01 -0.02 -2.045
Cl -2.472112 -1.427118 -7.583033 0.02 0.00 0.01 0.520
Cl -2.272967 -3.671129 -5.781529 -0.05 0.03 0.02 0.512
Cl 0.006624 -2.880432 -7.360421 0.01 -0.03 0.00 0.530
Cl -0.869413 -1.216882 -5.181929 0.01 -0.04 -0.03 0.487
C 2.544544 4.909534 6.712252 0.06 0.05 0.15 -2.004
Cl 3.417450 6.352775 6.192873 0.01 -0.01 0.01 0.542
Cl 3.557819 3.481295 6.411555 -0.18 0.62 0.77 0.653
Cl 2.186301 5.021650 8.438769 0.02 -0.02 -0.04 0.538
Cl 1.045416 4.771467 5.802574 0.02 -0.04 -0.06 0.583
C -5.207593 1.331946 -5.423876 0.00 0.01 0.03 -2.055
Cl -6.612634 1.193237 -4.361626 0.00 0.00 -0.01 0.524
Cl -4.693673 3.019395 -5.504302 0.00 -0.01 0.00 0.528
Cl -3.887770 0.345073 -4.790856 -0.03 0.03 0.03 0.489
Cl -5.637194 0.768967 -7.043331 0.00 0.00 0.01 0.517